Entry 1:
Below is a single C4H11O6PS2 molecule at a distorted geometry, with properties calculated with ωB97M-V/def2-TZVPD.

Structure (XYZ):
```
24
Properties=species:S:1:pos:R:3:forces:R:3:nbo_charge:R:1
C -3.334 0.240 0.179 0.8 0.7 1.2 -0.661
C -2.364 1.099 1.011 -0.3 -0.6 0.4 -0.072
O -0.980 0.789 0.758 0.6 -0.9 0.1 -0.747
S -0.339 1.442 -0.553 -0.5 0.8 1.4 2.629
O -0.849 0.802 -1.697 -0.2 -1.2 -1.3 -0.949
O -0.591 2.831 -0.462 0.3 1.1 0.1 -0.944
O 1.121 1.133 -0.260 -1.2 0.3 -1.4 -1.048
S 2.627 0.420 0.456 3.9 -1.3 1.3 1.575
O 2.285 -1.123 0.540 -1.0 0.6 0.3 -0.694
C 0.931 -1.574 0.332 -1.4 -1.7 0.7 -0.112
C 0.663 -1.822 -1.177 -2.5 0.0 2.3 -0.642
P 4.848 -0.037 0.600 -1.6 -0.7 -1.0 0.419
O 3.648 0.376 -0.763 -0.2 0.6 0.7 -0.855
H -4.171 0.869 -0.142 -0.1 -0.3 0.4 0.221
H -2.718 0.128 -0.711 -0.5 -1.2 -0.2 0.252
H -3.632 -0.625 0.801 0.0 0.1 -1.1 0.214
H -2.460 1.118 2.112 -0.1 -0.3 -0.6 0.194
H -2.443 2.060 0.641 -0.5 2.4 -0.2 0.196
H 0.931 -2.511 0.994 0.0 0.8 -1.5 0.200
H 0.121 -0.991 0.836 1.2 0.2 -0.6 0.230
H 0.697 -0.906 -1.797 -0.7 -0.8 0.4 0.250
H 1.375 -2.479 -1.484 2.5 -1.7 -1.1 0.206
H -0.265 -2.519 -1.168 0.9 1.9 -0.5 0.222
H 4.897 1.279 0.955 0.6 1.3 0.3 -0.080
```
Positions in Å, forces in eV/Å.

The HOMO-LUMO gap is 8.68 eV. As for the structure (SMILES): CCOS(=O)(=O)O[S@]1(OCC)#[PH]O1. The value obtained for the max |F| is 4.35 eV/A. As for the total energy: -1747.99712 Ha. Its charge is 0. As for the highest occupied orbital energy: -9.0 eV.

=====

Entry 2:
Below is a molecular structure, C37H38Cl2MnO2P2 at a distorted geometry, with properties calculated with ωB97M-V/def2-TZVPD.

Structure (XYZ):
```
82
Properties=species:S:1:pos:R:3:forces:R:3:lowdin_spin:R:1
Mn -0.407 0.866 -2.050 1.6 -0.1 4.4 2.277
C -1.891 1.268 -3.201 -0.7 -1.5 -0.9 0.009
C -1.896 -0.137 -2.825 -0.6 1.0 -0.9 -0.135
C -1.126 -1.213 -3.534 -0.4 -0.4 -0.5 -0.017
C 0.261 -0.771 -4.105 0.1 -0.9 -0.5 -0.004
C 1.061 0.138 -3.201 0.0 1.8 -0.7 -0.017
C 1.010 1.596 -3.242 1.0 -1.7 -1.0 -0.073
C 0.198 2.425 -4.197 -0.5 0.3 -0.4 0.001
C -1.233 1.868 -4.431 -0.5 0.3 -0.9 0.008
C 1.690 0.003 2.818 -0.2 0.1 0.7 0.004
H -2.728 1.854 -2.827 0.3 -0.1 0.3 0.006
H -2.669 -0.450 -2.110 0.4 0.1 -0.3 -0.003
H -1.766 -1.562 -4.357 0.3 -0.1 -0.1 -0.010
H -1.025 -2.102 -2.881 0.1 0.5 -0.2 -0.001
H 0.845 -1.703 -4.194 -0.2 0.4 -0.3 -0.001
H 0.150 -0.345 -5.122 0.1 -0.3 0.6 0.000
H 1.939 -0.315 -2.702 -0.7 0.4 -0.2 0.003
H 1.891 2.106 -2.852 -0.5 -0.2 0.3 -0.002
H 0.707 2.550 -5.170 -0.1 -0.1 0.3 -0.002
H 0.096 3.444 -3.778 0.2 -0.4 -0.1 0.000
H -1.885 2.705 -4.728 0.4 -0.2 -0.1 0.001
H -1.263 1.164 -5.277 0.1 0.2 0.3 0.001
H 1.249 1.001 2.968 0.1 -0.4 0.1 0.001
H 2.506 -0.194 3.532 -0.5 0.2 0.0 0.000
H 0.902 -0.753 2.925 0.4 0.1 0.0 0.001
P -1.526 -0.838 1.031 0.9 -1.0 0.1 0.083
P 2.426 -0.076 1.212 0.2 0.2 -0.9 0.075
C -0.066 -1.062 0.001 -1.5 -0.3 0.7 0.218
C 1.278 -0.671 -0.009 1.3 0.2 -0.4 0.363
C -2.413 -2.415 0.988 0.0 -0.3 0.4 0.008
C -2.704 -3.231 -0.140 -0.1 0.4 0.4 0.006
C -3.513 -4.360 0.044 0.3 0.3 -0.1 0.000
C -4.015 -4.698 1.302 0.1 0.4 0.3 0.005
C -3.691 -3.910 2.403 0.0 -0.3 -0.2 -0.001
C -2.874 -2.805 2.253 -0.2 0.2 0.1 0.004
C -2.644 0.441 0.439 0.3 0.4 -0.8 0.011
C -2.144 1.642 -0.121 -1.1 0.5 0.5 0.024
C -3.044 2.742 -0.230 1.3 -1.1 0.2 -0.002
C -4.391 2.575 0.105 0.3 0.6 0.1 0.013
C -4.911 1.319 0.371 0.3 -0.1 -0.4 -0.003
C -4.035 0.239 0.452 -0.1 -0.1 1.1 0.009
C 3.882 -1.131 1.309 0.1 -0.4 0.0 0.016
C 3.710 -2.461 1.741 0.2 0.2 -0.1 0.004
C 4.828 -3.280 1.918 -0.2 0.2 0.0 0.000
C 6.113 -2.785 1.658 -0.4 0.3 0.0 0.002
C 6.275 -1.465 1.223 -0.1 -0.1 0.0 0.001
C 5.168 -0.631 1.049 -0.2 -0.1 0.0 0.004
C 2.914 1.590 0.730 0.3 0.6 0.3 0.019
C 2.987 2.619 1.691 -0.1 -0.3 -0.3 0.001
C 3.154 3.941 1.278 0.0 0.1 0.2 0.003
C 3.222 4.249 -0.080 0.0 -0.3 -0.1 0.001
C 3.217 3.223 -1.031 0.1 -0.1 0.1 0.002
C 3.123 1.889 -0.624 -0.2 0.0 0.0 0.010
H -0.184 -2.014 -0.549 -0.5 0.4 0.4 0.021
H 1.850 -1.125 -0.845 -0.4 0.2 0.7 0.010
H -2.334 -2.994 -1.145 -0.2 0.0 0.5 0.000
H -3.772 -4.980 -0.811 0.1 0.1 0.1 0.000
H -4.659 -5.561 1.435 0.1 0.1 -0.1 0.000
H -4.059 -4.125 3.396 -0.1 -0.2 -0.1 0.000
H -2.612 -2.226 3.137 -0.3 -0.3 -0.4 0.000
H -1.072 1.695 -0.464 -0.8 0.7 1.3 0.012
H -2.640 3.716 -0.495 -0.2 -0.2 -0.1 0.000
H -5.029 3.456 0.169 0.1 -0.2 -0.2 0.001
H -5.981 1.190 0.525 0.3 -0.1 -0.1 0.000
H -4.454 -0.746 0.638 0.2 0.1 0.3 0.000
H 2.699 -2.835 1.941 0.4 0.0 0.0 0.001
H 4.696 -4.299 2.275 0.0 0.2 -0.1 0.000
H 6.982 -3.424 1.811 -0.2 0.2 -0.1 0.000
H 7.273 -1.073 1.034 -0.2 -0.1 0.0 0.000
H 5.284 0.408 0.722 0.1 -0.4 0.1 0.000
H 2.905 2.371 2.753 0.0 0.3 -0.4 0.000
H 3.197 4.739 2.024 0.0 -0.3 -0.3 0.000
H 3.294 5.287 -0.409 0.0 -0.3 0.1 0.000
H 3.254 3.479 -2.094 0.2 -0.1 0.4 0.000
H 3.183 1.063 -1.349 -0.2 0.5 0.3 0.002
Cl -2.080 2.048 5.679 -0.1 -0.5 -0.2 0.001
C -2.299 0.485 4.873 0.6 -0.3 -0.2 0.002
Cl -4.018 0.110 4.598 0.2 -0.1 0.0 0.000
C -1.666 0.552 3.446 0.0 1.8 -0.4 0.002
O -1.307 -0.633 2.851 -0.8 0.4 -2.1 0.027
O -1.538 1.629 2.908 0.1 -1.6 0.2 0.000
H -1.858 -0.287 5.525 -0.3 0.3 -0.5 0.000
```
Positions in Å, forces in eV/Å.

The HOMO-LUMO gap (alpha / beta) is 5.78 / 7.14 eV. The value obtained for the max |F| is 4.70 eV/A. As for the total energy: -4336.53940 Ha. Its charge is +2. As for the highest occupied orbital energy (alpha / beta): -12.2 / -13.5 eV. Its multiplicity is 4.

=====

Entry 3:
Below is a single C5H12N2O molecule at a distorted geometry, with properties calculated with ωB97M-V/def2-TZVPD.

Structure (XYZ):
```
20
Properties=species:S:1:pos:R:3:forces:R:3:nbo_charge:R:1
C 1.092 -0.310 1.100 -1.4 1.7 -0.1 -0.642
C -0.255 -0.323 0.285 0.1 -0.4 -1.4 -0.020
C -0.402 -1.766 -0.334 0.6 -0.4 1.4 -0.512
C -0.623 -2.752 0.831 2.8 -0.5 0.8 0.431
O 0.296 -3.392 1.355 -2.1 1.1 -1.1 -0.523
N -0.366 0.715 -0.821 0.3 -1.6 1.0 -0.659
C 0.409 1.950 -0.589 -4.0 0.6 -1.1 -0.065
N -0.391 3.117 -0.991 -1.0 0.8 2.3 -0.845
H 0.779 -0.560 2.155 1.2 0.2 -1.1 0.225
H 1.630 -1.062 0.576 1.2 -0.7 0.4 0.214
H 1.660 0.688 0.986 -1.0 -1.8 0.7 0.218
H -1.107 -0.283 0.972 0.0 0.8 -0.1 0.175
H -1.298 -1.930 -0.903 -0.4 0.6 -0.9 0.223
H 0.528 -2.043 -0.876 -0.7 0.1 0.2 0.219
H -1.639 -2.789 1.268 0.0 -0.1 -0.2 0.117
H -0.162 0.320 -1.766 -0.1 0.3 1.4 0.361
H 0.586 2.123 0.460 0.7 -0.3 0.0 0.195
H 1.174 1.906 -1.295 2.2 0.4 -0.3 0.179
H -0.602 3.187 -1.953 -0.1 -0.3 -1.1 0.353
H -1.309 3.204 -0.459 1.8 -0.4 -0.9 0.357
```
Positions in Å, forces in eV/Å.

The HOMO-LUMO gap is 9.67 eV. As for the structure (SMILES): C[C@H](CC=O)NCN. The value obtained for the max |F| is 4.18 eV/A. As for the total energy: -382.39436 Ha. Its charge is 0. As for the highest occupied orbital energy: -8.7 eV.